# 1
This record from OMol25 describes 7 unconnected molecules or ions with the total composition C38H85N9O8. The level of theory is ωB97M-V with the def2-TZVPD basis set.

```
140
C38H85N9O8 (ωB97M-V with the def2-TZVPD basis set)
O -26.85338 3.02270 8.55670
C -27.67806 4.11286 8.32524
C -27.81312 4.74062 6.91278
O -28.34285 4.08266 5.80229
H -27.54960 4.96884 9.01396
H -28.71885 3.79629 8.57376
H -26.87767 5.31032 6.73659
H -28.45007 5.63692 7.08321
C -28.84609 7.74680 9.40617
C -29.97654 6.71130 9.53886
N -31.14651 7.23756 10.23855
C -32.03339 8.19756 9.80777
C -32.82632 8.52942 10.86023
N -32.30759 7.90700 11.96773
C -31.28682 7.13738 11.57595
C -32.73977 8.01490 13.35704
H -28.16785 7.46864 8.60182
H -28.25249 7.79580 10.31814
H -29.26974 8.72631 9.18991
H -29.68700 5.84557 10.13606
H -30.23839 6.31775 8.55739
H -32.04432 8.45112 8.76101
H -33.63791 9.23498 10.91997
H -30.70233 6.54708 12.26045
H -33.37572 7.15851 13.58425
H -33.32167 8.91986 13.50235
H -31.89396 7.97289 14.03756
C -26.03662 6.30283 12.54672
C -26.02825 5.14190 11.57199
N -25.15244 4.01144 11.89887
C -24.58587 3.78528 13.12624
C -23.73423 2.71666 12.99877
N -23.92836 2.22509 11.72186
C -24.73115 3.06822 11.05940
C -23.13436 1.21060 11.09458
H -26.72766 7.04519 12.15264
H -25.05392 6.78005 12.53595
H -26.31026 6.02740 13.56149
H -25.89531 5.32832 10.50657
H -27.06184 4.77090 11.58057
H -24.68008 4.49447 13.92969
H -23.09035 2.17582 13.67173
H -25.01081 2.98598 10.01186
H -22.75636 1.54337 10.12368
H -23.63079 0.27420 10.83986
H -22.23096 1.06126 11.68258
C -26.52057 -4.12178 9.44160
C -25.90421 -3.37950 10.62119
N -26.27374 -1.94803 10.73353
C -26.22399 -0.96808 9.77188
C -26.61684 0.19426 10.37651
N -26.91042 -0.09532 11.67058
C -26.73609 -1.41060 11.86853
C -27.43691 0.82737 12.66269
H -26.21644 -5.15845 9.56710
H -26.16731 -3.72883 8.48727
H -27.60672 -4.03944 9.43548
H -24.82313 -3.49548 10.65862
H -26.30996 -3.88102 11.49996
H -25.95229 -1.15882 8.75030
H -26.75779 1.19617 9.97477
H -26.89757 -1.83120 12.84814
H -26.63333 1.43714 13.07053
H -27.98822 0.30552 13.44254
H -28.19841 1.48793 12.24779
C -23.90476 1.44335 2.67466
O -24.61156 1.83584 3.84997
C -24.08248 1.25192 5.03752
C -24.73719 1.93908 6.20431
N -25.93891 1.17228 6.68897
H -25.82161 0.20871 6.99525
H -26.42803 1.70438 7.43879
C -26.97120 1.05577 5.56030
C -28.23676 0.47234 6.20491
O -27.89310 -0.62590 7.01809
C -29.05419 -1.22077 7.58116
H -24.22571 1.95640 1.77415
H -24.03687 0.37375 2.46931
H -22.84064 1.54841 2.90489
H -22.99838 1.37415 5.00996
H -24.30864 0.18018 5.05969
H -25.08340 2.96091 6.08055
H -23.99714 1.92585 7.00753
H -26.63162 0.39708 4.76539
H -27.10112 2.08961 5.24201
H -28.86613 0.21779 5.34800
H -28.57110 1.23797 6.91841
H -28.81519 -1.84675 8.44298
H -29.61651 -1.82274 6.86971
H -29.64258 -0.41926 8.04355
C -33.43207 -0.05750 6.90933
O -32.14084 0.44160 7.20306
C -32.22161 1.44371 8.20513
C -30.99635 2.31611 8.10814
N -30.80779 2.79014 6.69518
H -29.83360 3.13669 6.62233
H -30.89063 1.97942 6.07666
C -31.59439 4.00454 6.27650
C -31.90752 3.89048 4.78747
O -32.37059 2.55175 4.65773
C -32.92626 2.21050 3.39993
H -34.04668 -0.32797 7.77384
H -33.35517 -1.00676 6.37507
H -34.00497 0.60284 6.25328
H -32.26873 0.88989 9.15242
H -33.14164 2.03626 8.24323
H -30.05338 1.84635 8.38220
H -31.12766 3.21363 8.71299
H -30.99468 4.88383 6.50239
H -32.47757 3.99156 6.91283
H -31.02997 3.95869 4.14000
H -32.68682 4.58630 4.47217
H -32.10471 2.33027 2.68371
H -33.78970 2.80143 3.08404
H -33.27309 1.18394 3.29187
C -30.72145 5.00239 1.24883
O -29.33286 4.85874 1.50157
C -28.99874 3.51237 1.81706
C -27.53752 3.53056 2.17306
N -27.31615 4.59899 3.24010
H -27.96145 5.33159 2.89749
H -27.88913 4.40340 4.09736
C -25.91638 5.03103 3.53468
C -25.19137 5.53769 2.29636
O -25.89423 6.56011 1.61963
C -26.05290 7.73946 2.39578
H -31.34593 4.23721 1.71562
H -30.96523 4.91835 0.18443
H -31.10669 5.98877 1.50279
H -29.14235 2.90407 0.92157
H -29.58673 3.06721 2.62419
H -26.87141 3.68967 1.33161
H -27.20926 2.65112 2.73031
H -25.49579 4.10060 3.91968
H -25.90767 5.63705 4.43808
H -25.08010 4.76328 1.53649
H -24.18765 5.88165 2.56857
H -25.23171 8.45663 2.30203
H -26.29817 7.64804 3.45398
H -26.86851 8.28816 1.91877
```

Output
Lowest unoccupied orbital energy: -8.03 eV
HOMO: -15.72 eV
Net charge: +4
Strongest force on any atom: 2.77 eV Å⁻¹

# 2
This record from OMol25 describes a molecular structure, C38H86Cl16O5S5. The level of theory is ωB97M-V with the def2-TZVPD basis set.

```
150
C38H86Cl16O5S5 (ωB97M-V with the def2-TZVPD basis set)
C 0.26474 -6.11696 -4.28413
S 0.98476 -4.42050 -3.90865
O -0.22391 -3.56027 -3.63905
C 1.80548 -4.69976 -2.29437
H -0.36867 -6.11349 -5.17120
H -0.37035 -6.57712 -3.52715
H 1.10213 -6.77185 -4.52492
H 2.44692 -3.84198 -2.09223
H 2.35008 -5.63741 -2.18339
H 1.04259 -4.90382 -1.54306
C 0.91859 -5.60692 3.43271
S -0.90983 -5.67142 3.77036
O -1.16682 -4.42251 4.60513
C -1.39506 -5.30771 2.04756
H 1.22136 -4.56735 3.55815
H 1.14885 -5.88300 2.40371
H 1.48166 -6.13318 4.20349
H -0.87446 -4.53035 1.48829
H -2.45082 -5.04495 2.11413
H -1.31600 -6.24681 1.49988
C -0.55301 -2.03466 -6.64202
S -1.20982 -0.38236 -6.11219
O -2.62216 -0.35975 -6.59094
C -1.32979 -0.78798 -4.33686
H -1.31755 -2.77548 -6.40803
H 0.34578 -2.24522 -6.06242
H -0.42521 -1.94600 -7.72087
H -0.36370 -0.85117 -3.83606
H -1.82411 -1.74704 -4.18209
H -1.85276 0.03857 -3.85580
C -4.43258 -4.13891 4.28656
S -6.11211 -4.73916 3.86603
O -5.81301 -6.09388 3.16199
C -6.69156 -5.30318 5.54217
H -3.92800 -3.77674 3.39082
H -3.99951 -5.09648 4.57570
H -4.36923 -3.44909 5.12813
H -5.92916 -6.06316 5.71337
H -7.58795 -5.91556 5.44427
H -6.77369 -4.65086 6.41156
C -5.35166 -6.42236 0.24845
S -3.58399 -6.25938 -0.21945
O -3.35708 -7.23095 -1.41669
C -3.55662 -4.54889 -0.90800
H -5.62143 -7.20577 0.95669
H -5.93227 -6.55049 -0.66509
H -5.64620 -5.52254 0.78852
H -2.62605 -3.99970 -0.76473
H -4.41465 -3.94073 -0.62159
H -3.51440 -4.65204 -1.99229
C 1.80553 3.81280 -3.62120
Cl 2.81003 4.39131 -2.30443
Cl 1.52874 5.16041 -4.76043
Cl 2.72391 2.48456 -4.34673
Cl 0.24772 3.23740 -3.02432
C 5.16284 -1.90276 -4.74224
Cl 3.55288 -1.24587 -4.61955
Cl 5.40917 -2.81553 -6.22810
Cl 6.18144 -0.50994 -4.57218
Cl 5.34842 -2.90879 -3.24454
C 1.79836 1.86481 4.56851
Cl 0.08357 1.73311 4.05085
Cl 2.25307 0.71902 5.81859
Cl 2.75880 1.48543 3.15169
Cl 2.17627 3.53148 5.15315
C 3.91662 -2.58925 1.98776
Cl 5.39821 -3.37416 2.17065
Cl 3.13243 -2.35771 3.57722
Cl 4.07153 -1.00129 1.21502
Cl 2.84369 -3.56652 1.03681
C 5.32781 6.45644 0.36773
C 5.97668 5.55319 1.48131
C 5.50420 4.08690 1.31082
C 5.98203 3.43103 -0.02953
C 5.23581 2.07252 -0.28297
C 5.37986 1.42457 -1.61521
H 5.56243 6.14108 -0.64894
H 5.85755 7.40807 0.41086
H 4.26197 6.65289 0.48397
H 7.06417 5.62596 1.46855
H 5.83230 5.93060 2.49364
H 4.41858 4.14058 1.22929
H 5.72614 3.45764 2.17272
H 5.79705 4.05173 -0.90623
H 7.06809 3.37037 0.04044
H 5.58847 1.34080 0.44390
H 4.19277 2.31952 -0.08512
H 6.36736 1.54852 -2.05970
H 5.05649 0.38364 -1.61502
H 4.63317 1.86156 -2.27822
C 1.81702 0.02954 -1.89860
C 1.25493 -0.57296 -0.61148
C -0.28580 -0.57553 -0.59169
C -0.98089 -1.25386 0.59520
C -0.49957 -0.73362 1.93771
C -1.19832 -1.34562 3.16167
H 1.44650 1.05308 -1.95498
H 1.45951 -0.52479 -2.76635
H 2.90482 -0.03931 -1.90585
H 1.63374 -1.59237 -0.53793
H 1.59621 0.09703 0.17765
H -0.59908 -1.02824 -1.53243
H -0.67913 0.43937 -0.64977
H -2.05644 -1.07859 0.61890
H -0.83234 -2.33368 0.60041
H 0.53520 -1.07612 1.93212
H -0.45902 0.35528 1.91057
H -1.07531 -0.81812 4.10757
H -2.27929 -1.33882 3.02186
H -0.76889 -2.34507 3.23075
C 0.79003 8.50350 1.00045
C 1.45950 7.16795 1.23145
C 0.56786 6.14170 1.95575
C 1.11295 4.74746 1.95618
C 0.86156 4.01674 0.58145
C -0.45887 3.22178 0.40125
H 0.35975 8.84664 1.94131
H -0.05923 8.39973 0.32509
H 1.44796 9.28720 0.62491
H 1.76587 6.78248 0.25900
H 2.33870 7.36380 1.84523
H -0.48243 6.08256 1.67030
H 0.45126 6.42584 3.00159
H 2.17099 4.74365 2.21819
H 0.66251 4.15782 2.75464
H 0.90284 4.69805 -0.26838
H 1.64268 3.25716 0.54980
H -0.63909 2.89307 -0.62226
H -0.40673 2.33968 1.03943
H -1.35014 3.84614 0.46377
C -4.85590 3.85057 -2.50657
C -4.25550 2.43059 -2.50624
C -3.45075 2.27386 -1.20312
C -4.33204 1.71643 -0.07412
C -3.52786 1.54934 1.19915
C -4.33904 0.95072 2.29417
H -5.57602 3.94519 -1.69381
H -5.43782 3.91843 -3.42573
H -4.09195 4.62728 -2.54131
H -4.98257 1.62970 -2.64052
H -3.56030 2.30127 -3.33576
H -2.98634 3.22812 -0.95448
H -2.63816 1.56863 -1.37759
H -5.14479 2.42188 0.09878
H -4.77802 0.73407 -0.22956
H -2.62604 0.94868 1.08072
H -3.31414 2.58415 1.46671
H -3.76286 1.06177 3.21275
H -5.29365 1.43079 2.50945
H -4.45199 -0.10985 2.06940
```

Output
Lowest unoccupied orbital energy: -0.05 eV
Relative energy (zero: lowest compared OMol25 entry of this formula, charge and spin): 0.0 kcal/mol
HOMO: -8.59 eV
Strongest force on any atom: 2.67 eV Å⁻¹

# 3
This record from OMol25 describes 6 unconnected molecules or ions with the total composition C38H86ClN6O6P. The level of theory is ωB97M-V with the def2-TZVPD basis set.

```
138
C38H86ClN6O6P (ωB97M-V with the def2-TZVPD basis set)
Cl -0.16063 -0.54126 2.38336
O -1.08952 0.15891 3.17102
O -0.65517 -1.91255 2.28533
O -0.06341 0.07314 1.02505
O 1.05298 -0.66343 3.12605
C 3.06976 2.64749 2.60855
C 3.25894 1.49151 1.58374
N 4.13883 1.76618 0.47506
C 5.25196 1.07587 0.15584
C 5.84078 1.73064 -0.92862
N 5.13375 2.83077 -1.28319
C 4.03073 2.83728 -0.46125
C 5.30866 3.69128 -2.47084
H 2.44967 2.43083 3.47840
H 2.52193 3.41313 2.05920
H 3.97420 3.17129 2.91793
H 2.26242 1.18893 1.26204
H 3.49481 0.50972 1.99430
H 5.51334 0.18851 0.71324
H 6.78038 1.54393 -1.42731
H 3.28038 3.61240 -0.41058
H 4.58393 4.49776 -2.58247
H 5.25223 3.21679 -3.45052
H 6.34760 4.00459 -2.36826
C 2.91256 -2.83666 8.53970
C 3.52601 -1.85418 7.44935
N 3.93780 -2.58367 6.35117
C 5.12492 -3.20210 6.14553
C 5.20211 -3.55032 4.83963
N 3.96531 -3.22588 4.23297
C 3.14485 -2.78372 5.21644
C 3.63399 -3.49763 2.80039
H 2.57958 -2.28109 9.41637
H 3.53909 -3.63409 8.93927
H 2.01448 -3.24669 8.07771
H 4.42657 -1.35706 7.80985
H 2.93135 -0.95259 7.30234
H 5.68765 -3.25330 7.06591
H 5.99300 -4.09483 4.34526
H 2.11225 -2.50398 5.06854
H 3.82487 -4.54993 2.58987
H 4.22779 -2.82151 2.18528
H 2.56263 -3.34612 2.66875
C -4.75507 -2.31101 -2.72341
C -4.20418 -1.25914 -3.66678
C -2.94979 -1.87747 -4.29452
C -2.03865 -0.91566 -5.00616
P -0.89977 0.11281 -4.09732
C 0.36103 0.88361 -5.15903
C -0.34820 1.50520 -6.48810
C 0.55269 2.40872 -7.37166
C 0.77680 3.87514 -7.03895
C -1.75535 1.42066 -3.12723
C -2.60341 2.47032 -3.91832
C -3.68220 3.15965 -3.09702
C -4.80222 2.29312 -2.85320
C 0.05141 -0.82865 -2.78582
C 0.85180 -2.11429 -3.25123
C 2.19334 -2.31356 -2.49695
C 2.08947 -2.53842 -1.05025
H -5.56228 -2.01096 -2.05521
H -4.01718 -2.56261 -1.96163
H -5.13774 -3.18676 -3.24755
H -3.67330 -0.43964 -3.18232
H -4.98417 -1.00350 -4.38397
H -3.24321 -2.62927 -5.02718
H -2.37530 -2.44321 -3.56104
H -2.61322 -0.16671 -5.55118
H -1.42871 -1.32278 -5.81258
H 1.01388 0.02457 -5.31375
H 0.76577 1.73506 -4.61193
H -1.15714 2.17283 -6.19145
H -0.83765 0.80153 -7.16144
H 0.13688 2.45505 -8.37816
H 1.47215 1.82541 -7.42097
H 1.11944 3.83560 -6.00496
H -0.17604 4.37008 -6.85128
H 1.50403 4.41204 -7.64802
H -0.97240 1.86006 -2.50916
H -2.37707 0.93358 -2.37602
H -3.06144 1.94119 -4.75398
H -1.91187 3.20579 -4.32937
H -4.08236 3.95357 -3.72762
H -3.29561 3.64626 -2.20155
H -5.75833 2.80749 -2.75640
H -4.54775 1.62398 -2.03125
H -4.96878 1.56912 -3.65081
H -0.66057 -1.15026 -2.02572
H 0.73471 -0.06613 -2.41196
H 1.32387 -2.01555 -4.22873
H 0.30090 -3.05475 -3.26361
H 2.86032 -1.45345 -2.55575
H 2.69762 -3.18915 -2.90579
H 3.02765 -2.20261 -0.60849
H 2.06915 -3.62150 -0.92930
H 1.25829 -1.97400 -0.62755
C -2.98223 5.00213 2.26472
N -1.63202 4.85818 3.04920
C -1.47359 3.35375 3.40576
C -0.44127 5.21366 2.09655
C -1.61970 5.78941 4.33030
C -0.29828 5.91385 5.17909
O -0.56747 6.63342 6.29464
H -3.29617 6.02375 2.05063
H -3.76219 4.52276 2.85631
H -2.85318 4.44631 1.33600
H -0.65087 3.19685 4.10335
H -1.40159 2.73571 2.51081
H -2.26801 2.97872 4.05102
H -0.44387 6.28513 1.89643
H -0.59197 4.67926 1.15857
H 0.46202 4.91857 2.63048
H -2.36617 5.35026 4.99213
H -2.06509 6.70815 3.94867
H 0.35360 6.56299 4.59447
H 0.19333 4.98602 5.47159
H -1.30105 7.25002 6.23754
C -3.67638 -5.72342 -0.48104
N -2.43816 -5.60816 0.34663
C -2.11594 -7.02553 0.79835
C -1.25078 -4.94227 -0.42394
C -2.70031 -4.80154 1.63445
C -3.65691 -3.56654 1.44375
O -3.15494 -2.63095 0.44896
H -4.04829 -4.77526 -0.86935
H -4.44585 -6.26678 0.06739
H -3.40183 -6.46430 -1.23192
H -1.78403 -7.60561 -0.06273
H -3.09077 -7.37613 1.13732
H -1.44373 -7.09435 1.65362
H -1.68444 -4.06600 -0.90579
H -0.91064 -5.63794 -1.19104
H -0.46965 -4.63624 0.27196
H -1.71915 -4.68960 2.09587
H -3.29758 -5.45724 2.26803
H -3.87477 -3.04043 2.37318
H -4.66904 -3.78347 1.10222
H -2.36668 -2.25693 0.84942
```

Output
Lowest unoccupied orbital energy (alpha / beta): -5.51 / -5.51 eV
Relative energy (zero: lowest compared OMol25 entry of this formula, charge and spin): 27.5 kcal/mol
HOMO (alpha / beta): -8.84 / -12.91 eV
Net charge: +3
2S+1: 2
Strongest force on any atom: 6.35 eV Å⁻¹